{
  "formula": "C15H40F16N10O25PS10",
  "method": "wB97M-V/def2-TZVPD",
  "symbols": ["C", "C", "O", "N", "H", "H", "C", "H", "H", "H", "H", "H", "H", "C", "C", "O", "N", "H", "H", "C", "H", "H", "H", "H", "H", "H", "C", "C", "O", "N", "H", "H", "C", "H", "H", "H", "H", "H", "H", "C", "C", "O", "N", "H", "H", "C", "H", "H", "H", "H", "H", "H", "C", "C", "O", "N", "H", "H", "C", "H", "H", "H", "H", "H", "H", "P", "F", "F", "F", "F", "F", "F", "N", "S", "O", "O", "F", "S", "O", "O", "F", "N", "S", "O", "O", "F", "S", "O", "O", "F", "N", "S", "O", "O", "F", "S", "O", "O", "F", "N", "S", "O", "O", "F", "S", "O", "O", "F", "N", "S", "O", "O", "F", "S", "O", "O", "F"],
  "positions_angstrom": [[-0.0321, -1.0622, 3.6501], [0.8198, -1.7444, 4.6839], [1.0147, -2.9113, 4.6927], [1.3913, -0.8684, 5.7901], [2.3874, -0.7835, 5.5601], [1.1590, 0.1527, 5.7112], [1.2684, -1.4798, 7.1627], [0.4860, -0.2178, 3.1965], [-1.0201, -0.8712, 4.0787], [-0.2257, -1.7724, 2.8486], [1.6956, -0.7130, 7.8057], [1.8043, -2.4206, 7.2114], [0.2043, -1.6013, 7.3430], [-2.4199, 4.0462, 0.2087], [-1.3565, 5.1018, 0.1689], [-0.2712, 5.0795, 0.6307], [-1.7027, 6.2356, -0.8094], [-1.6422, 5.8553, -1.7755], [-2.6609, 6.5368, -0.6318], [-0.8651, 7.4632, -0.6457], [-3.1367, 4.5490, 0.8753], [-2.1379, 3.0896, 0.6369], [-2.9434, 3.8802, -0.7305], [-1.0759, 8.1242, -1.4829], [0.1670, 7.1265, -0.7028], [-1.0402, 7.9830, 0.2910], [-1.8122, -0.8898, -3.6132], [-0.9479, -0.1846, -4.6223], [-1.3639, 0.2540, -5.6395], [0.5244, -0.1218, -4.3087], [0.8813, 0.6572, -4.8669], [0.7223, 0.1211, -3.3282], [1.2509, -1.4636, -4.5237], [-2.8433, -0.7106, -3.9133], [-1.6408, -0.4623, -2.6294], [-1.7195, -1.9729, -3.7050], [2.2532, -1.2344, -4.1751], [1.0213, -1.9244, -5.4779], [0.7646, -2.1041, -3.7856], [3.6507, 1.2233, 0.5462], [4.0327, 1.9087, -0.7227], [5.1181, 2.2359, -1.0709], [2.9224, 2.0931, -1.7005], [3.1277, 1.6835, -2.6135], [2.0710, 1.4765, -1.5505], [2.2991, 3.4863, -1.6575], [3.3129, 0.1947, 0.4611], [2.7584, 1.7241, 0.9457], [4.4441, 1.3251, 1.2799], [3.0667, 4.2542, -1.6663], [1.6362, 3.5506, -0.8004], [1.8554, 3.4389, -2.6516], [0.0499, -5.4551, -1.1700], [-1.0150, -5.3966, -2.2311], [-0.8534, -5.0904, -3.3698], [-2.4077, -5.7319, -1.7828], [-2.4695, -5.4909, -0.7580], [-3.2274, -5.1736, -2.0355], [-2.7286, -7.2061, -1.9702], [-0.0596, -6.3923, -0.6280], [-0.0424, -4.5718, -0.5319], [1.0012, -5.2693, -1.6656], [-3.7556, -7.4427, -1.6804], [-2.2570, -7.6648, -1.0996], [-2.5859, -7.5315, -2.9925], [-4.6591, 0.7509, 2.6474], [-4.6500, -0.6264, 3.5408], [-5.6677, 1.4643, 3.6976], [-3.4453, 1.1774, 3.6219], [-4.5295, 2.1001, 1.7097], [-3.6115, 0.0224, 1.6180], [-5.8847, 0.2431, 1.6981], [0.8284, 0.2937, -1.4912], [-0.3437, 0.6435, -0.5363], [0.2317, 1.2903, 0.6134], [-1.5343, -0.1490, -0.4523], [-0.9515, 1.9517, -1.2483], [1.0651, -1.3005, -0.8507], [0.4292, -2.3051, -1.6509], [1.1352, -1.4765, 0.5662], [2.5856, -1.3725, -1.2785], [-2.6685, -5.1459, 0.8390], [-2.2822, -6.1162, 2.0491], [-2.8213, -5.7676, 3.3194], [-0.9918, -6.7403, 1.7933], [-3.3166, -7.3334, 1.7235], [-1.9812, -3.7788, 1.6493], [-0.6288, -3.9016, 2.1230], [-2.9414, -3.0240, 2.3892], [-1.7266, -2.9432, 0.3355], [5.6619, -3.2565, -2.3818], [5.5193, -1.7333, -1.6760], [5.1000, -1.6437, -0.3019], [5.0720, -0.6722, -2.5471], [7.0604, -1.3736, -1.6373], [4.2254, -3.7755, -2.2874], [3.3789, -3.2897, -3.3280], [3.6873, -3.9978, -0.9751], [4.5638, -5.2880, -2.7752], [1.2149, 1.8823, 5.5341], [0.5301, 2.7343, 4.2259], [0.9289, 4.1061, 4.0433], [-0.7395, 2.2233, 3.7948], [1.5480, 2.0870, 3.1219], [0.3472, 2.5066, 6.6491], [-0.9370, 1.8756, 6.8196], [0.3860, 3.9478, 6.8370], [1.1384, 2.0029, 7.9638], [-1.3525, 5.3942, -3.4819], [0.0032, 5.8541, -4.3349], [-0.1537, 6.0491, -5.7491], [1.3124, 5.4622, -3.9220], [-0.0893, 7.3667, -3.7871], [-1.5082, 4.0260, -4.1489], [-0.5577, 2.9997, -3.8116], [-2.2303, 3.9531, -5.3634], [-2.6519, 3.6839, -2.9694]],
  "atomic_forces_ev_per_a": [[0.358, -0.379, -0.011], [-1.488, -0.163, -1.639], [0.766, -0.005, 1.070], [1.156, -0.694, -0.265], [0.090, -0.378, 0.073], [-0.894, 0.015, 0.066], [-0.148, 1.066, -0.528], [-0.415, 0.441, 0.326], [0.116, 0.739, 0.063], [0.281, -0.150, 0.203], [-0.122, -0.300, 0.395], [-0.032, 0.023, -0.140], [0.061, -0.067, 0.207], [-0.570, 1.178, 0.663], [0.405, -2.364, -1.147], [0.072, 0.694, 0.203], [-0.477, 1.237, 1.273], [0.061, -0.043, -0.191], [-0.232, -0.464, -0.260], [0.629, -0.321, -0.708], [-0.408, -0.579, 0.157], [0.312, 0.256, 0.260], [0.227, 0.224, -0.167], [0.003, -0.037, 0.007], [0.038, 0.229, 0.089], [-0.196, -0.349, 0.121], [-0.144, 0.421, -0.589], [-1.335, -0.830, 0.497], [0.917, 0.400, -0.413], [0.022, 0.043, -1.167], [0.109, -0.254, -0.310], [-0.608, 0.004, 0.536], [-1.218, 0.536, 1.280], [0.048, 0.345, 0.038], [-0.053, -0.613, 0.234], [0.584, 0.001, 0.506], [0.349, -0.717, -0.671], [0.633, 0.588, -0.401], [0.436, -0.047, 0.036], [-0.827, 1.113, 0.546], [0.879, -1.807, 0.249], [-0.196, 0.545, -0.029], [-1.708, -0.481, 0.639], [1.160, 1.021, -0.250], [0.674, -0.040, 1.116], [0.840, -0.914, -1.707], [0.403, -0.213, -0.498], [0.037, 0.097, 0.072], [0.137, -0.167, -0.170], [0.100, -0.122, 0.129], [-0.146, -0.084, -0.144], [-0.886, 1.060, 0.458], [-0.602, 0.356, -0.704], [0.790, 1.047, -0.581], [-0.387, -0.106, -0.057], [-1.383, -0.801, 0.647], [0.477, -0.464, 0.979], [0.684, 0.379, -1.336], [-0.650, 0.498, 1.669], [0.387, 0.173, 0.385], [-0.407, -0.304, 0.366], [0.081, -0.597, -0.048], [-0.285, 0.787, -0.379], [0.930, -0.641, -0.836], [0.661, -0.112, 0.167], [0.903, -1.439, 0.380], [-1.141, -0.021, -0.615], [-0.250, -0.017, -0.836], [0.552, 1.096, -0.667], [-0.095, 0.035, 0.750], [-0.045, 0.298, 0.113], [0.128, 0.196, 0.725], [0.444, -3.822, -0.372], [-3.866, 5.560, 3.518], [-0.359, -0.956, 0.062], [1.701, -0.636, -0.316], [0.577, -0.366, -0.988], [2.786, -2.150, -0.713], [-0.200, 0.952, 0.237], [-0.645, 0.938, -0.964], [-0.792, 0.550, -0.236], [1.390, 2.098, 2.455], [-0.534, -5.036, -0.711], [1.282, 0.642, 0.145], [-1.447, 0.708, 0.978], [0.407, 0.237, -0.783], [-0.731, 3.079, -1.097], [-0.884, -0.911, 0.013], [0.725, -1.030, -0.527], [-0.430, -0.065, -0.702], [1.161, 3.866, 1.777], [2.103, 1.053, -0.076], [0.251, -0.607, -0.957], [-0.821, -0.759, -0.158], [0.076, -0.772, 0.132], [-1.782, -4.173, -0.109], [-0.816, 0.361, -0.220], [-0.132, 0.385, -0.631], [-0.140, 0.761, 0.083], [-0.214, 1.487, -2.462], [1.806, -0.603, -4.085], [-0.903, -0.989, 1.201], [0.994, 0.790, 1.166], [-0.191, -0.482, 0.737], [-2.830, 2.038, 5.561], [0.909, 0.050, -0.404], [0.270, -1.711, -0.919], [0.452, -0.437, -0.689], [3.850, 2.198, -1.524], [1.215, 5.029, -0.886], [-0.650, -1.000, 0.891], [-0.623, -0.882, 0.869], [0.048, -0.305, 0.221], [-5.066, -5.701, 2.615], [0.816, 0.649, -0.912], [0.492, 0.228, -0.329], [0.149, -0.325, -1.119]],
  "mulliken_charge": [0.931, 0.133, -0.500, 0.404, 0.463, 0.133, -0.804, -0.313, 0.494, -0.851, 0.362, 0.323, 0.356, -1.041, 0.761, -0.473, 0.170, 0.392, 0.443, -0.890, 0.560, 0.055, 0.303, 0.355, 0.335, 0.369, -0.379, 0.444, -0.515, 0.861, 0.467, -0.356, -0.525, 0.473, -0.032, 0.194, 0.390, 0.385, 0.041, -0.454, 0.552, -0.523, 0.856, 0.596, -0.474, -0.815, -0.083, 0.000, 0.540, 0.366, 0.390, 0.429, -0.498, 0.552, -0.542, 0.373, -0.075, 0.517, -0.829, 0.536, -0.282, 0.252, 0.385, 0.351, 0.339, 1.427, -0.384, -0.391, -0.372, -0.395, -0.509, -0.419, -1.083, -0.020, 0.044, -0.590, -0.170, 0.912, -0.435, -0.508, 0.341, -0.404, 1.032, -0.557, -0.616, -0.349, 0.895, -0.517, -0.385, -0.084, -0.577, 1.103, -0.550, -0.617, -0.284, 1.119, -0.568, -0.551, -0.343, -0.477, 0.966, -0.574, -0.294, -0.221, 0.956, -0.584, -0.612, -0.315, -0.346, 0.907, -0.579, -0.560, -0.300, 0.616, -0.232, -0.550, -0.370],
  "e_above_lowest_ev": 2.749,
  "lumo_energy_ev": 0.9,
  "total_charge": -1,
  "total_energy_ha": -8945.22020,
  "gap_ha": 0.3282
}